1.
C11H20N3OP | wB97M-V/def2-TZVPD

electronic energy: -27535.36387 eV
energy relative to the best compared isomer or geometry (same formula, charge and spin): 10.50 kcal per mole

Last column: natural (NBO) charge in e.
Atoms and positions in Å:
C1 0.376 4.168 0.868  -0.40
C2 -0.415 3.046 1.052  -0.17
C3 0.076 1.643 1.302  -0.28
N1 -0.704 0.721 0.489  -0.77
C4 -2.111 0.414 0.874  -0.27
C5 -3.032 0.359 -0.289  -0.19
C6 -3.114 1.378 -1.194  -0.37
P1 0.215 -0.712 0.163  2.37
O1 -0.618 -1.738 -0.505  -1.14
N2 0.768 -1.344 1.678  -0.75
C7 -0.017 -2.425 2.216  -0.27
C8 1.360 -2.658 1.559  -0.24
N3 1.603 -0.175 -0.706  -0.77
C9 1.122 0.210 -2.053  -0.25
C10 2.245 -0.803 -1.857  -0.03
C11 2.031 -2.250 -2.304  -0.65
H1 -0.067 5.099 0.506  0.20
H2 1.482 4.113 0.931  0.20
H3 -1.487 3.156 0.995  0.19
H4 -0.017 1.405 2.382  0.19
H5 1.140 1.592 1.019  0.24
H6 -2.188 -0.551 1.415  0.21
H7 -2.428 1.197 1.576  0.21
H8 -3.521 -0.569 -0.517  0.21
H9 -2.603 2.340 -1.099  0.19
H10 -3.726 1.304 -2.093  0.20
H11 -0.051 -2.557 3.292  0.20
H12 -0.696 -3.095 1.707  0.23
H13 2.207 -2.857 2.226  0.20
H14 1.421 -3.164 0.618  0.20
H15 1.436 1.169 -2.469  0.20
H16 0.178 -0.138 -2.438  0.22
H17 3.228 -0.393 -2.109  0.20
H18 1.232 -2.712 -1.743  0.24
H19 2.951 -2.831 -2.156  0.21
H20 1.723 -2.343 -3.338  0.22


2.
C11H20NO3 | wB97M-V/def2-TZVPD

electronic energy: -19351.60351 eV
energy relative to the best compared isomer or geometry (same formula, charge and spin): 102.82 kcal per mole
charge: +1

Last column: natural (NBO) charge in e.
Atoms and positions in Å:
C1 -0.329 -1.971 1.487  0.80
C2 -0.837 -1.136 0.275  -0.58
C3 -0.116 0.106 -0.015  0.93
C4 -2.342 -0.811 0.420  -0.60
C5 -0.574 0.730 2.431  -0.60
C6 1.776 0.808 1.419  -0.56
C7 1.318 -0.217 -2.017  -0.56
C8 0.184 1.988 -1.478  -0.66
C9 -1.078 -0.067 -2.364  -0.59
C10 0.211 0.947 1.081  -0.53
C11 0.023 0.537 -1.441  -0.27
N1 1.782 -2.061 0.301  0.40
O1 -1.133 -2.439 2.219  -0.50
O2 2.808 -2.599 0.337  -0.12
O3 0.965 -2.244 1.563  -0.44
H1 -0.579 -1.789 -0.593  0.27
H2 -2.724 -1.570 1.166  0.30
H3 -3.001 -0.932 -0.488  0.25
H4 -2.405 0.236 0.835  0.22
H5 -0.436 -0.062 3.062  0.24
H6 -1.600 0.895 2.211  0.22
H7 -0.282 1.565 3.068  0.24
H8 2.333 0.839 0.451  0.21
H9 2.020 -0.092 1.981  0.23
H10 2.120 1.644 2.111  0.26
H11 1.684 0.373 -2.862  0.25
H12 1.276 -1.281 -2.129  0.23
H13 2.108 -0.096 -1.261  0.20
H14 1.118 2.311 -0.983  0.24
H15 0.525 2.180 -2.487  0.24
H16 -0.795 2.582 -1.462  0.26
H17 -1.033 -1.120 -2.492  0.23
H18 -0.973 0.524 -3.288  0.25
H19 -2.095 0.178 -2.004  0.22
H20 0.082 2.043 0.944  0.30


3.
C11H20O2 | wB97M-V/def2-TZVPD

electronic energy: -15816.21186 eV
energy relative to the best compared isomer or geometry (same formula, charge and spin): 245.82 kcal per mole

Last column: natural (NBO) charge in e.
Atoms and positions in Å:
C1 -6.030 -1.621 0.338  -0.45
C2 -4.969 -1.077 -0.469  -0.13
C3 -4.325 0.340 -0.189  -0.43
H1 -4.580 0.893 -1.036  0.21
C4 -2.954 -0.083 -0.070  -0.38
C5 -2.369 1.351 0.419  -0.37
C6 -0.923 1.190 0.898  -0.33
C7 0.020 0.880 -0.556  -0.41
C8 1.469 0.881 -0.155  -0.39
C9 2.439 0.357 -1.233  -0.41
C10 3.829 0.601 -0.835  -0.44
C11 4.072 -0.515 0.122  0.78
O1 4.573 -0.549 1.226  -0.63
O2 3.989 -1.778 -0.164  -0.74
H2 4.141 -2.514 0.384  0.52
H3 4.121 1.352 -0.367  0.23
H4 4.514 -0.025 -1.679  0.24
H5 2.074 -0.657 -1.453  0.25
H6 2.355 1.180 -2.137  0.19
H7 1.648 0.241 0.912  0.19
H8 1.775 1.856 0.157  0.20
H9 -0.367 -0.051 -0.586  0.21
H10 -0.120 1.641 -1.229  0.21
H11 -0.786 0.668 1.737  0.19
H12 -0.480 2.463 0.830  0.16
H13 -2.336 2.110 -0.515  0.18
H14 -2.828 1.732 1.197  0.19
H15 -2.488 -0.205 -0.828  0.18
H16 -2.904 -0.612 1.042  0.21
H17 -4.921 0.657 0.787  0.21
H18 -4.723 -1.466 -1.389  0.18
H19 -6.540 -2.602 -0.127  0.21
H20 -6.453 -1.097 1.148  0.19


4.
C11H20O2 | wB97M-V/def2-TZVPD

electronic energy: -15826.35783 eV
energy relative to the best compared isomer or geometry (same formula, charge and spin): 11.85 kcal per mole

Last column: natural (NBO) charge in e.
Atoms and positions in Å:
C1 -0.704 -4.431 0.003  -0.40
C2 -1.342 -3.526 -0.716  -0.16
C3 -0.870 -2.992 -2.029  -0.44
C4 -0.712 -1.468 -1.998  -0.38
C5 0.390 -1.029 -1.037  -0.39
C6 0.523 0.490 -0.976  -0.40
C7 1.630 0.921 -0.016  -0.39
C8 1.896 2.427 -0.022  -0.38
C9 0.686 3.261 0.419  -0.51
C10 0.246 2.850 1.803  0.80
O1 0.893 2.978 2.808  -0.60
O2 -0.977 2.301 1.779  -0.51
C11 -1.489 1.850 3.024  -0.26
H1 -1.085 -4.789 0.944  0.20
H2 0.230 -4.858 -0.325  0.19
H3 -2.278 -3.112 -0.362  0.19
H4 -1.604 -3.252 -2.799  0.21
H5 0.082 -3.454 -2.298  0.20
H6 -1.659 -1.014 -1.695  0.19
H7 -0.479 -1.110 -3.003  0.20
H8 0.169 -1.415 -0.039  0.20
H9 1.339 -1.466 -1.356  0.19
H10 -0.430 0.913 -0.653  0.20
H11 0.742 0.875 -1.975  0.19
H12 1.373 0.604 0.998  0.20
H13 2.555 0.409 -0.291  0.20
H14 2.190 2.741 -1.025  0.20
H15 2.724 2.638 0.658  0.22
H16 0.975 4.313 0.453  0.24
H17 -0.147 3.140 -0.272  0.22
H18 -1.532 2.675 3.738  0.19
H19 -2.485 1.464 2.824  0.19
H20 -0.850 1.066 3.435  0.19


5.
C11H20P | wB97M-V/def2-TZVPD

electronic energy: -21012.13174 eV
energy relative to the best compared isomer or geometry (same formula, charge and spin): 26.14 kcal per mole
charge: +1

Last column: natural (NBO) charge in e.
Atoms and positions in Å:
C1 0.791 3.074 1.193  -0.17
C2 -0.455 3.475 0.559  -0.20
C3 1.144 1.878 0.736  -0.23
C4 -0.904 2.497 -0.244  -0.20
C5 0.259 1.458 -0.391  -0.57
C6 -2.050 -2.299 -1.046  -0.62
C7 0.834 -0.797 2.393  -0.62
C8 1.420 -1.258 -2.093  -0.62
C9 -1.652 -0.799 -1.172  -0.69
C10 -0.498 -0.502 1.710  -0.77
C11 1.220 -1.219 -0.574  -0.82
P1 -0.202 -0.332 -0.076  1.60
H1 1.258 3.913 1.800  0.25
H2 -0.803 4.489 0.714  0.24
H3 2.044 1.326 0.807  0.22
H4 -1.804 2.520 -0.833  0.23
H5 0.603 1.507 -1.366  0.28
H6 -1.144 -2.949 -1.021  0.21
H7 -2.601 -2.499 -0.146  0.23
H8 -2.743 -2.588 -1.825  0.25
H9 1.481 0.111 2.430  0.23
H10 0.540 -0.942 3.465  0.25
H11 1.415 -1.598 1.950  0.22
H12 0.569 -1.587 -2.769  0.23
H13 1.978 -0.283 -2.468  0.23
H14 2.096 -2.033 -2.253  0.24
H15 -2.403 -0.146 -0.878  0.25
H16 -1.381 -0.554 -2.247  0.26
H17 -1.072 0.371 2.189  0.29
H18 -1.114 -1.400 1.938  0.27
H19 2.093 -0.558 -0.265  0.28
H20 1.081 -2.278 -0.217  0.27


6.
C11H21BrO9P2S | wB97M-V/def2-TZVPD

electronic energy: -129634.08708 eV

Last column: natural (NBO) charge in e.
Atoms and positions in Å:
O1 4.122 0.854 1.200  -1.06
P1 2.705 1.184 1.064  1.80
O2 1.732 -0.124 1.154  -1.06
P2 0.186 -0.034 0.743  2.57
O3 -0.114 1.108 -0.113  -1.09
O4 -0.024 -1.492 0.152  -0.94
S1 -1.139 -1.712 -1.107  0.35
O5 -0.637 -0.144 2.073  -0.82
C1 -0.775 1.010 2.937  -0.07
C2 -2.182 1.548 2.935  -0.45
C3 -2.709 2.032 1.599  -0.43
Br1 -1.993 3.769 1.146  -0.01
H1 2.411 1.833 -0.129  -0.08
H2 2.271 2.040 2.085  -0.11
H3 -2.251 -1.247 -0.521  0.11
H4 -0.057 1.791 2.692  0.19
H5 -0.531 0.659 3.936  0.20
H6 -2.867 0.801 3.338  0.22
H7 -2.199 2.387 3.630  0.23
H8 -2.500 1.342 0.790  0.23
H9 -3.784 2.167 1.655  0.22
O6 -3.847 -3.475 -0.850  -0.58
C4 -3.688 -4.443 -0.169  0.80
O7 -4.676 -4.962 0.597  -0.49
C5 -4.176 -6.057 1.385  -0.07
C6 -2.934 -6.547 0.647  -0.43
C7 -2.419 -5.255 0.014  -0.53
H10 -3.943 -5.682 2.383  0.18
H11 -4.957 -6.808 1.465  0.20
H12 -2.220 -7.044 1.299  0.22
H13 -3.223 -7.251 -0.135  0.21
H14 -1.755 -4.701 0.680  0.24
H15 -1.924 -5.402 -0.941  0.25
O8 4.914 6.084 -1.746  -0.56
C8 4.552 5.087 -2.292  0.79
O9 3.734 4.185 -1.694  -0.49
C9 3.536 3.043 -2.545  -0.08
C10 3.839 3.537 -3.956  -0.43
C11 4.901 4.605 -3.690  -0.53
H16 4.222 2.255 -2.225  0.18
H17 2.513 2.695 -2.423  0.20
H18 4.159 2.742 -4.626  0.22
H19 2.949 4.001 -4.382  0.21
H20 5.909 4.188 -3.663  0.24
H21 4.871 5.432 -4.392  0.24


no.,HOMO energy (eV),LUMO (eV)
1,-9.12,1.05
2,-14.44,-5.75
3,-8.83,0.74
4,-9.65,0.87
5,-12.45,-2.69
6,-9.71,0.27